Entry 1:
The following is a DFT calculation (the ωB97M-V functional and the def2-TZVPD basis) of C5H32NO12 as an isolated structure in a non-equilibrium geometry.

```
50
Properties=species:S:1:pos:R:3:forces:R:3
C -0.871142 2.037803 -1.188998 1.089 0.168 -0.204
C 0.161758 3.061031 -0.609077 -1.875 0.705 1.306
O 1.162113 2.638575 0.275810 1.821 -1.215 -1.239
C -1.759538 1.318800 -0.114145 0.501 0.159 -2.179
N -1.555332 -0.147700 -0.140133 0.730 0.976 1.261
C -2.302245 -0.804378 0.978434 1.038 0.413 -0.223
C -2.507683 -2.258456 0.668043 -1.004 -1.331 1.073
O -3.668629 -2.454811 -0.110944 -1.607 -0.206 0.099
H -0.291241 1.340147 -1.816708 -0.421 -0.203 0.234
H -1.460863 2.637600 -1.907075 -0.011 -0.322 0.375
H -0.413565 3.652298 0.132264 -0.276 0.419 -0.909
H 0.528107 3.739617 -1.397620 0.084 -0.362 0.161
H 1.990402 2.260435 -0.205956 -1.248 0.482 0.515
H -1.558702 1.885329 0.783531 0.011 -0.508 0.977
H -2.803365 1.435517 -0.376940 -0.313 0.350 0.029
H -0.532447 -0.266501 0.006625 -0.875 -0.381 0.100
H -3.304068 -0.363430 1.134387 0.374 -0.049 -0.549
H -1.788883 -0.678439 1.945245 0.178 -0.080 -0.379
H -1.744517 -2.829613 0.106291 0.530 0.699 0.965
H -2.751581 -2.724831 1.701054 0.586 0.191 -1.735
H 2.262059 -1.125199 -0.753633 -0.133 -1.169 -0.542
H 2.382473 -2.833254 0.067240 -0.080 0.118 -0.448
O 2.337759 -1.882359 0.178435 -0.088 0.426 0.889
H 1.059584 -0.081098 2.546774 -0.829 -0.576 0.343
H 0.964718 -1.446933 1.905454 -0.113 -0.171 -0.137
O 0.561056 -0.943607 2.628236 0.365 0.217 -0.228
H 3.122859 0.657782 -1.056735 -0.154 -0.233 0.074
H 3.933295 1.394671 0.162885 -0.044 -0.382 -0.161
O 3.325780 1.502037 -0.574628 0.392 0.661 -0.102
H 2.964574 -1.571641 2.902994 -0.508 -0.266 -0.150
H 3.333029 -1.410364 1.321177 -0.547 -0.376 1.467
O 3.594326 -1.194664 2.293931 1.094 0.767 -0.986
H -4.110696 -1.960915 -3.011368 -0.440 0.035 -0.071
H -1.977201 -0.905529 -1.773005 -0.939 -0.007 0.025
O -2.589835 -1.230992 -2.504119 1.403 0.361 0.056
H 3.134582 -1.066154 -2.115134 0.016 -0.037 -0.271
H 1.243438 -0.536124 -3.042068 -0.170 -0.358 0.271
O 2.351038 -0.594323 -1.818068 0.676 0.712 0.276
H 1.780699 1.671713 1.562495 -0.227 -0.211 0.784
H 2.653384 0.534257 2.197970 0.598 -0.294 0.120
O 2.007897 1.220866 2.413279 0.083 0.789 -0.500
H -3.545807 -2.417669 -1.065585 0.842 0.103 0.192
H -5.193270 -2.064650 -1.994190 -0.393 0.044 0.191
O -5.044825 -2.241663 -2.925095 0.301 -0.095 -0.153
H 2.570372 3.164553 4.432191 0.155 -0.261 -0.368
H 1.246628 2.383353 4.334922 0.420 0.034 -0.221
O 1.691624 3.102805 4.799104 -0.552 0.211 0.548
H -1.986973 -1.163914 -3.258217 -0.060 -0.122 -0.108
H 0.886852 -1.595144 -4.090014 0.032 -0.160 -0.057
O 0.512014 -0.844810 -3.629338 -0.413 0.334 -0.409
```
Forces are in eV/Å.

Results
HOMO energy	-6.87	eV
net charge	-1
E_LUMO	2.784	eV
2S+1	1

Entry 2:
The following is a DFT calculation (the ωB97M-V functional and the def2-TZVPD basis) of a 13-piece molecular cluster, C5H33NO12 overall in a non-equilibrium geometry.

```
51
Properties=species:S:1:pos:R:3:forces:R:3
N -0.697308 2.384254 2.956366 -0.488 -0.181 1.264
C -0.703532 2.003682 1.644217 1.771 0.564 -2.139
C -1.257819 0.890434 1.140495 0.104 0.749 -1.101
C -0.896252 0.441222 -0.232059 1.694 -0.178 0.460
C -1.017880 -0.831345 -0.617917 -2.194 0.952 -0.313
C -0.706203 -1.351838 -1.966047 1.716 -0.842 -0.320
H -1.388815 2.015678 3.604043 0.178 -0.022 -0.477
H -0.367764 3.279283 3.237882 0.119 0.542 -0.245
H 0.007749 2.600283 0.919712 -1.374 -1.090 1.673
H -2.031748 0.334894 1.656934 0.328 -0.174 0.178
H -0.245215 1.066969 -0.904740 -0.550 -0.451 1.035
H -1.759466 -1.437183 -0.068454 0.626 0.141 0.185
H -0.689776 -0.669921 -2.846654 -0.158 -0.276 1.012
H 0.309066 -1.789834 -1.844323 -0.267 0.241 -0.618
H -1.313074 -2.224767 -2.146792 -0.479 -0.159 -0.377
H -1.062803 -4.413912 1.002588 -0.266 0.479 -0.047
H -0.941686 -2.828934 0.845056 -0.415 -0.289 0.058
O -0.479849 -3.649139 1.051857 1.200 -0.233 -0.139
H 1.258400 1.399523 -3.480800 0.287 -0.618 -0.459
H 2.046691 0.233048 -2.618326 0.004 -0.010 -0.404
O 1.473956 1.029160 -2.624922 -0.050 0.901 1.051
H 2.864389 1.542595 0.023162 -0.259 -0.295 0.805
H 2.402256 1.861559 1.549078 0.088 -0.606 -0.229
O 2.652216 2.209709 0.693805 0.866 0.418 -0.166
H 1.406958 -3.010668 2.253766 -0.418 0.390 0.082
H 2.144209 -1.744202 2.827887 -0.628 0.015 -0.111
O 2.257617 -2.593067 2.404004 1.134 -0.735 -0.210
H 0.518722 0.145444 2.709765 -0.427 -0.306 0.446
H 0.309645 -0.812977 3.967340 0.142 0.475 0.150
O 0.215938 -0.728205 3.016250 0.107 -0.141 -0.239
H 2.995977 -1.500021 -3.315524 -0.077 -0.295 0.805
H 2.661120 -1.828284 -1.730967 0.129 0.228 -0.959
O 2.992166 -1.163764 -2.404059 0.146 0.293 -0.285
H -1.708227 1.843850 -4.143858 -0.056 0.192 0.068
H -0.584194 1.938901 -3.105659 -0.566 0.002 -0.336
O -0.944390 1.370877 -3.808353 0.400 -0.209 -0.302
H 1.366490 2.725205 -1.517396 -0.992 -0.181 -0.358
H 1.934883 3.449937 -0.441974 -1.579 0.501 0.316
O 1.040313 3.388583 -0.876864 2.060 0.117 -0.360
H -4.504710 0.386629 -0.018777 -0.033 0.893 -0.147
H -3.053180 1.086593 -0.320204 -0.687 0.610 0.026
O -3.564511 0.295506 -0.164696 -0.420 -1.552 0.007
H -1.469844 2.160932 -1.458649 -0.199 0.847 -0.245
H -0.895555 3.559759 -1.233226 -0.060 -0.152 -0.321
O -1.490346 3.069783 -1.829329 -0.085 -0.332 0.685
H 1.326945 -3.138348 -0.355684 0.221 0.045 0.228
H 2.837741 -3.050699 0.063504 -0.346 0.084 0.226
O 2.203141 -2.826426 -0.628178 -0.069 -0.465 0.085
H -2.076453 -1.677868 2.890197 -0.424 -0.149 -0.023
H -1.220007 -2.811120 3.193558 0.018 -0.527 -0.059
O -2.155980 -2.631768 3.052964 0.226 0.788 0.146
```
Forces are in eV/Å.

Results
HOMO energy	-7.59	eV
E_LUMO	0.035	eV
2S+1	1

Entry 3:
The following is a DFT calculation (the ωB97M-V functional and the def2-TZVPD basis) of a 13-piece molecular cluster, C5H33NO13 overall in a non-equilibrium geometry.

```
52
Properties=species:S:1:pos:R:3:forces:R:3
C -0.162484 -1.953735 -0.618143 -1.832 1.820 -1.142
N 0.723453 -0.975862 -0.391550 0.700 -0.591 0.510
C 0.465719 0.288936 0.318257 -0.083 0.260 -1.782
C 1.906187 0.883770 0.491924 -2.048 1.806 -0.343
C 2.831130 0.040516 -0.344469 1.994 0.267 -1.841
C 2.020292 -1.063606 -1.062796 -0.688 1.694 -1.389
O 0.068923 -2.874276 -1.361997 0.130 -1.346 -0.043
H -1.227678 -1.647314 -0.342826 1.052 -0.678 0.240
H -0.330006 0.906349 -0.359222 2.211 -1.276 2.332
H 0.130299 0.071471 1.310339 -1.105 0.028 0.256
H 2.164782 1.104939 1.492946 0.401 -1.353 1.676
H 1.806055 1.980534 0.296864 0.510 -1.020 -1.251
H 3.727284 -0.453390 0.175211 -1.259 1.135 -0.525
H 3.171584 0.711693 -1.193461 0.384 -0.801 1.151
H 2.501097 -2.033183 -1.060794 -0.255 -0.333 0.347
H 1.853767 -0.835724 -2.207701 0.389 -0.369 1.965
H 1.203142 0.002469 3.385931 -0.831 -1.325 0.387
H 0.990649 0.745163 4.759894 -2.655 -0.474 3.462
O 1.495919 0.625775 4.033044 3.891 1.825 -3.154
H -2.237810 2.269362 -0.581353 -0.104 -0.390 -0.821
H -2.833337 2.435768 -2.036009 -0.964 1.494 -1.230
O -2.465941 1.816575 -1.454689 0.758 -1.335 1.901
H -1.606787 -2.170625 1.586356 0.071 -2.804 -2.157
H -2.459099 -0.806686 1.594539 0.032 -0.876 -0.594
O -1.802388 -1.394429 2.004428 -0.102 3.384 3.122
H -4.638574 -0.536727 0.721863 -3.325 -0.755 0.441
H -3.691561 -0.021127 -0.352179 0.022 0.866 -2.354
O -3.784779 -0.320983 0.514369 3.247 0.147 1.759
H 2.259271 -2.866461 1.096286 -2.029 -0.731 0.792
H 1.991689 -3.907951 2.142410 -0.431 -0.146 0.344
O 1.482840 -3.286346 1.607164 2.544 0.781 -1.498
H -1.290921 1.893625 3.257516 -0.465 -0.492 0.588
H 0.283620 1.708606 3.420833 0.664 -0.600 0.463
O -0.428527 2.141527 2.958554 -0.405 1.416 -1.183
H -0.456460 3.146340 -0.000135 1.309 0.775 -1.121
H -0.769164 2.630645 1.372876 -0.301 -0.237 0.121
O -1.162797 2.770460 0.484870 -0.851 0.172 1.170
H -1.579939 -0.374704 -3.048373 1.374 2.141 0.197
H -2.622626 -0.779071 -4.116038 0.022 0.472 -0.493
O -2.176571 -1.026074 -3.316071 -1.968 -2.265 0.543
H 0.679467 -1.969097 2.660142 0.923 -0.412 1.200
H -0.366683 -1.766851 3.531718 -3.369 0.412 0.609
O 0.543584 -1.821891 3.637477 2.155 -0.200 -1.682
H -0.929550 1.514568 -2.096013 1.000 -0.257 -1.441
H 0.429328 0.774938 -2.261522 0.528 -0.275 -0.019
O -0.139592 1.368333 -2.749716 -2.405 0.220 0.649
H 0.592369 2.738897 -2.324939 3.179 0.121 2.563
H 2.182402 3.146808 -2.004668 0.456 0.303 -0.450
O 1.377989 2.937370 -1.546238 -3.095 0.107 -2.001
H 0.787390 -2.310859 -4.112791 -0.126 -0.250 0.239
H -0.639609 -1.839651 -3.710966 -0.954 -0.741 0.658
O 0.132654 -1.618818 -4.201147 1.704 0.685 -1.173
```
Forces are in eV/Å.

Results
HOMO energy	-9.03	eV
E_LUMO	0.237	eV
2S+1	1

Entry 4:
The following is a DFT calculation (the ωB97M-V functional and the def2-TZVPD basis) of a 12-piece molecular cluster, C5H35N2O11 overall in a non-equilibrium geometry.

```
53
Properties=species:S:1:pos:R:3:forces:R:3
C -0.525869 -1.671505 -1.726305 1.478 1.496 -2.793
C -0.255846 -0.724970 -0.579790 -1.247 1.108 -1.246
C 0.864070 -1.087938 0.357553 0.356 -0.747 0.494
C 1.113744 -0.110052 1.488365 0.647 -0.230 0.293
C 1.151150 -0.486013 2.753830 -0.926 0.206 3.226
N 1.556367 1.143667 1.138182 1.041 -0.647 -5.344
N -1.598931 -0.564839 0.079047 -0.816 -0.343 -1.442
H -0.780343 -2.703192 -1.627409 -0.269 -0.576 0.936
H -1.290264 -1.201262 -2.440463 0.993 -0.607 0.999
H 0.459385 -1.648331 -2.278113 -0.956 -0.247 0.040
H -0.116068 0.302115 -1.096918 0.154 -1.568 1.136
H 1.803363 -1.202452 -0.173968 0.192 0.473 -0.722
H 0.759211 -2.136011 0.694900 -0.441 0.603 0.478
H 0.899459 -1.443768 3.167123 -0.296 -0.725 -0.809
H 1.206627 0.171884 3.677672 0.514 -0.069 -1.736
H 1.570584 1.416475 0.097257 -0.502 -0.993 2.273
H 1.498302 1.958146 1.642854 -0.754 1.578 2.082
H -2.184061 -0.018243 -0.670181 0.895 -0.400 2.404
H -1.511127 -0.198821 1.028013 -0.493 1.255 0.017
H -2.134511 -1.460375 0.203874 0.665 0.030 -0.303
H 3.503348 2.384125 -1.467621 0.638 -0.702 -0.631
H 3.384091 2.172695 -3.114838 0.383 -0.007 0.685
O 2.998757 2.502082 -2.294983 -1.198 0.672 -0.275
H 0.112199 3.965829 2.817709 0.175 -0.250 -0.777
H -1.052326 3.204542 2.284383 0.552 -0.463 -0.547
O -0.129292 3.427980 2.031850 -0.531 0.767 1.214
H -2.219712 -3.722397 0.539878 1.260 -1.061 1.240
H -3.646877 -3.277820 0.497451 -1.322 -0.152 0.648
O -2.819432 -3.181927 0.067426 -0.170 1.440 -1.981
H -2.122239 1.511870 -3.118739 -0.106 -0.093 1.689
H -1.064724 2.246137 -2.419360 -0.368 -0.306 1.106
O -1.850911 1.703576 -2.169954 0.188 0.221 -2.880
H 0.850087 1.672458 -3.091278 0.837 0.102 1.398
H 0.966807 0.796014 -4.319560 0.802 -1.245 -0.500
O 0.511129 1.521746 -3.949695 -1.537 1.062 -1.024
H 0.313862 3.187201 -0.408942 -0.419 0.356 0.700
H 1.316884 2.920899 -1.537721 -0.468 -0.087 -0.068
O 0.408497 2.700696 -1.224009 1.145 0.116 -0.677
H -2.177961 0.763490 3.177108 -0.601 0.327 -0.297
H -2.761407 1.504222 1.908975 -5.265 1.862 -2.225
O -2.051861 1.170493 2.308294 5.728 -2.197 2.545
H -3.034946 1.975217 -0.720016 2.284 2.152 -3.018
H -4.505378 1.669944 -0.392722 1.769 -0.173 0.450
O -3.547508 1.531596 -0.126353 -4.313 -1.888 2.750
H -1.462761 -4.472430 2.754203 -0.780 -0.239 0.907
H -0.318772 -4.472826 1.844534 0.518 0.090 -0.518
O -1.147070 -4.003580 1.994756 0.613 0.014 -0.366
H 3.795882 1.348413 0.532434 -1.043 -0.635 0.771
H 4.907534 2.359741 0.277620 -1.280 -1.868 -1.372
O 4.335675 1.640376 -0.191333 2.412 2.522 0.977
H 1.881874 -5.219230 -0.174653 -0.464 0.238 1.354
H 2.491225 -4.824999 1.173006 0.415 0.145 0.315
O 1.650081 -5.040646 0.776629 -0.089 -0.313 -1.576
```
Forces are in eV/Å.

Results
HOMO energy (alpha / beta)	-1.84 / -8.04	eV
E_LUMO (alpha / beta)	0.287 / 0.156	eV
2S+1	2

Number 1: electronic energy -1167.4072 hartree. Number 2: electronic energy -1167.8666 hartree. Number 3: electronic energy -1243.0966 hartree. Number 4: electronic energy -1148.4929 hartree.